No. 1
A cluster of 2 separate species, C9H18BFNO6S in total in a non-equilibrium geometry, computed with ωB97M-V with the def2-TZVPD basis set.

## Properties
Lowest unoccupied orbital energy = 0.69 eV
Max |F| = 0.0456 hartree/bohr
Frontier orbital gap = 2.59 eV
Total charge = -1

Geometry as XYZ:
```
37
Properties=species:S:1:pos:R:3:nbo_charge:R:1
S 2.008 -2.686 -0.226 2.34
F 0.752 0.942 2.048 -0.42
O -1.938 0.980 2.047 -0.73
O 0.665 0.744 -2.131 -0.68
O 3.399 -2.345 -0.221 -0.95
O -2.948 -1.032 2.708 -0.89
O 1.657 -4.066 -0.062 -0.96
O 1.004 3.817 -3.878 -0.64
N 1.294 -1.773 0.939 -0.65
C 1.206 -2.020 -1.621 -0.92
C 1.900 -1.115 1.986 -0.17
C 0.587 2.613 -3.773 0.03
C -2.631 1.320 0.839 -0.05
C -0.144 -1.564 0.923 -0.22
C 0.871 -0.365 2.687 0.13
C 1.076 1.965 -2.238 0.02
C -1.693 2.032 -0.122 -0.66
C -0.425 -1.128 2.386 -0.62
B -1.799 -0.326 2.380 1.18
H 2.169 2.129 -2.251 0.14
H -2.805 -1.969 2.587 0.48
H 1.737 -2.296 -2.520 0.25
H 1.077 -0.104 3.718 0.19
H -0.429 -2.004 3.030 0.22
H -0.950 2.559 0.469 0.23
H -0.513 2.449 -3.732 0.12
H -3.429 2.006 1.117 0.17
H 0.190 -2.404 -1.609 0.23
H -0.484 -0.861 0.161 0.22
H 1.131 -0.936 -1.472 0.32
H 0.650 2.701 -1.529 0.14
H 1.010 1.855 -4.469 0.12
H -1.173 1.376 -0.816 0.24
H -0.633 -2.526 0.762 0.21
H -2.236 2.778 -0.697 0.20
H -3.100 0.444 0.393 0.16
H 2.948 -1.188 2.186 0.23
```

No. 2
A cluster of 6 separate species, C37H41B3BrN5O14 in total in a non-equilibrium geometry, computed with ωB97M-V with the def2-TZVPD basis set.

## Properties
Lowest unoccupied orbital energy = -1.12 eV
Max |F| = 0.0931 hartree/bohr
SMILES = CCCOB1OB(C)OB(C[C@@H](C)Br)O1.O=[N+]([O-])c1ccccc1.O=[N+]([O-])c1ccccc1.O=[N+]([O-])c1ccccc1.O=[N+]([O-])c1ccccc1.O=[N+]([O-])c1ccccc1
Frontier orbital gap = 8.44 eV

Geometry as XYZ:
```
101
Properties=species:S:1:pos:R:3:mulliken_charge:R:1
Br 0.790 -0.526 -3.957 -0.11
O 5.105 -5.773 6.600 -0.59
O -9.614 -0.331 1.541 -0.58
O 3.466 0.819 -5.539 -0.58
O -0.314 2.189 -2.281 -0.21
O -1.919 2.742 -0.411 -0.30
O -6.027 -3.495 1.852 -0.58
O 4.550 2.150 -4.173 -0.59
O -2.819 1.366 -2.364 -0.39
O 6.625 -2.203 0.577 -0.63
O 3.982 -4.980 4.890 -0.59
O -4.511 -2.150 2.692 -0.56
O 0.439 1.730 0.206 -0.49
O -10.716 0.735 3.110 -0.60
O 8.801 -2.470 0.503 -0.60
N 5.040 -5.236 5.485 0.97
N 3.798 1.943 -5.137 1.06
N -5.657 -2.622 2.650 0.97
N 7.735 -2.025 0.054 1.08
N -9.845 0.673 2.229 1.06
C 2.029 -1.560 -1.431 -0.96
C -7.227 -0.593 5.396 -0.46
C 9.019 -1.044 -1.829 -0.38
C 7.474 -3.868 2.969 0.06
C 3.161 5.504 -6.157 -0.58
C 6.273 -4.231 3.580 -0.55
C -7.944 -2.629 3.611 -0.25
C 7.520 -5.164 5.452 -0.41
C 2.150 1.181 -1.786 -0.30
C -8.884 -2.121 4.510 -0.49
C -4.468 -0.552 -0.296 -0.39
C 3.269 3.110 -5.854 0.10
C 8.690 -4.148 3.594 -0.46
C -8.435 4.142 2.554 -0.43
C -6.643 -2.109 3.608 0.06
C 2.399 2.924 -6.936 -0.26
C -8.526 -1.104 5.396 -0.43
C -7.452 4.124 1.563 -0.48
C -6.278 -1.095 4.504 -0.32
C 7.790 -1.238 -1.184 -0.08
C 6.667 0.032 -2.905 -0.03
C 2.145 -0.299 -2.491 0.15
C 1.916 4.037 -7.628 -0.52
C -9.029 1.869 1.989 0.02
C 2.301 5.322 -7.240 -0.38
C -9.231 3.015 2.770 -0.36
C 6.300 -4.874 4.825 0.03
C -1.421 2.052 2.125 -0.79
C -7.260 2.985 0.780 -0.42
C -8.048 1.851 0.989 -0.32
C 6.612 -0.698 -1.716 -0.48
C 8.715 -4.798 4.830 -0.38
C -2.678 -0.102 -2.299 0.01
C 7.889 0.218 -3.555 -0.52
C 3.648 4.399 -5.456 -0.25
C -4.144 -0.796 -1.906 -0.65
C 9.062 -0.315 -3.019 -0.50
B -1.682 2.061 -1.725 0.72
B 0.685 1.710 -1.261 0.36
B -0.934 2.167 0.526 0.41
H 5.333 -4.006 3.080 0.45
H -9.898 -2.516 4.517 0.37
H -4.047 -1.971 -2.030 0.30
H 0.931 -1.677 -1.039 0.25
H 9.624 -3.858 3.117 0.38
H 1.928 6.186 -7.787 0.37
H -5.028 -0.416 -2.574 0.28
H -5.270 -0.686 4.517 0.46
H -4.862 0.544 -0.184 -0.01
H 5.652 -0.836 -1.223 0.57
H 10.010 -0.164 -3.530 0.36
H 2.093 1.929 -7.253 0.44
H 3.455 6.509 -5.860 0.37
H -8.579 5.034 3.159 0.37
H 4.318 4.559 -4.614 0.42
H -7.884 0.970 0.372 0.48
H -5.282 -1.334 0.060 0.17
H 3.211 -0.421 -3.013 0.15
H -2.548 2.439 2.180 0.14
H 5.758 0.453 -3.328 0.37
H 1.243 3.903 -8.471 0.37
H -1.324 0.928 2.443 0.27
H 2.849 -1.551 -0.587 0.25
H 2.839 1.091 -0.822 0.13
H 2.250 -2.538 -2.077 0.37
H -6.494 2.979 0.008 0.45
H -9.993 3.045 3.546 0.44
H -6.830 5.003 1.402 0.38
H -0.807 2.752 2.837 0.27
H 9.942 -1.453 -1.423 0.42
H 2.657 1.977 -2.504 -0.04
H 7.926 0.781 -4.486 0.41
H -8.240 -3.419 2.924 0.44
H -2.458 -0.469 -3.413 0.13
H -9.265 -0.706 6.090 0.39
H 7.556 -5.667 6.416 0.43
H -6.955 0.199 6.091 0.40
H 9.667 -5.016 5.309 0.36
H -3.449 -0.651 0.271 0.21
H -1.834 -0.465 -1.551 0.05
H 7.463 -3.363 2.006 0.34
```

No. 3
The ion C4H8N3S with charge +1 in a non-equilibrium geometry, computed with ωB97M-V with the def2-TZVPD basis set.

## Properties
Lowest unoccupied orbital energy = -3.29 eV
Max |F| = 0.0585 hartree/bohr
SMILES = N[C@@H](S)c1[nH]cc[nH+]1
Frontier orbital gap = 10.08 eV
Total charge = +1

Geometry as XYZ:
```
16
Properties=species:S:1:pos:R:3:nbo_charge:R:1
S -2.148 1.160 0.187 -0.07
N 1.361 -0.675 0.061 -0.45
N 0.829 1.392 -0.201 -0.45
N -1.266 -1.534 0.229 -0.84
C 0.347 0.151 -0.197 0.41
C 2.506 0.051 0.220 -0.05
C 2.168 1.358 0.057 -0.05
C -1.065 -0.280 -0.390 -0.18
H 0.275 2.227 -0.348 0.47
H -1.192 -1.488 1.240 0.38
H 1.266 -1.682 0.118 0.47
H -2.149 -1.966 -0.016 0.40
H 2.774 2.240 0.107 0.26
H -1.276 -0.395 -1.570 0.27
H -3.275 0.714 -0.350 0.16
H 3.452 -0.396 0.442 0.26
```

No. 4
A structure of composition C35H44N6OS3SeTi in a non-equilibrium geometry, computed with ωB97M-V with the def2-TZVPD basis set.

## Properties
Lowest unoccupied orbital energy = 0.17 eV
Max |F| = 0.0451 hartree/bohr
Frontier orbital gap = 5.86 eV

Geometry as XYZ:
```
91
Properties=species:S:1:pos:R:3:mulliken_charge:R:1
Se -17.762 -2.762 -11.841 -0.63
Ti -17.404 -3.121 -9.703 -0.56
S -12.952 -6.043 -10.239 -0.09
S -14.028 -6.776 -7.808 -0.12
S -17.006 -8.598 -9.723 0.04
O -16.680 -4.811 -9.670 1.69
N -19.476 -2.852 -9.172 0.97
N -20.552 -5.148 -10.704 0.30
N -15.469 -2.062 -9.849 0.26
N -16.710 0.168 -8.345 0.08
N -16.734 -2.817 -7.420 -0.13
N -20.151 -0.104 -10.634 0.37
C -16.693 -7.311 -11.946 -0.49
C -20.156 -5.418 -6.540 -1.23
C -14.644 -5.058 -11.899 -0.47
C -16.605 -6.793 -7.536 -0.07
C -20.139 0.659 -8.336 -0.61
C -19.818 -4.107 -8.602 0.57
C -19.719 -4.256 -7.222 0.49
C -15.856 -5.980 -9.851 3.20
C -20.271 -1.769 -8.802 -0.58
C -20.120 -0.370 -9.289 -0.24
C -15.612 -6.509 -8.435 -1.05
C -14.603 -5.619 -10.646 -0.45
C -19.745 1.146 -11.262 -1.25
C -20.602 -6.532 -7.270 -1.14
C -21.174 -0.881 -6.786 -0.78
C -20.204 -6.238 -11.596 -1.00
C -15.661 0.502 -9.350 -0.99
C -13.351 -4.884 -12.508 -1.11
C -15.242 -3.017 -7.521 0.53
C -16.339 -0.328 -7.024 -1.02
C -15.338 -0.647 -10.360 -0.78
C -16.092 -7.174 -6.255 -1.09
C -17.018 -8.633 -12.318 -0.74
C -16.591 -7.131 -10.585 -0.60
C -12.376 -5.413 -11.758 -0.49
C -21.168 -1.916 -7.731 -0.59
C -14.736 -7.208 -6.277 -0.57
C -21.410 -4.161 -11.382 -1.18
C -17.106 -1.611 -6.621 -0.28
C -17.166 -9.452 -11.239 -0.59
C -20.997 -0.913 -11.524 -0.80
C -20.696 0.422 -7.079 -1.13
C -20.391 -5.218 -9.336 -0.09
C -14.564 -2.260 -8.687 -1.04
C -20.650 -6.420 -8.651 -0.13
H -21.050 -6.510 -12.216 0.39
H -13.667 -2.811 -9.019 0.49
H -19.274 0.894 -12.221 0.39
H -16.847 -1.809 -5.584 0.38
H -16.406 -6.556 -12.640 0.64
H -20.771 1.197 -6.319 0.37
H -16.001 1.379 -9.941 0.42
H -19.392 -5.982 -12.306 0.10
H -19.426 -3.386 -6.622 0.38
H -13.173 -4.336 -13.424 0.42
H -20.448 -1.798 -11.819 -0.18
H -16.027 -0.572 -11.214 0.47
H -17.140 -3.638 -6.955 0.21
H -21.228 -0.325 -12.439 0.43
H -17.324 -10.545 -11.246 0.43
H -20.959 -7.255 -9.267 0.56
H -21.613 -2.882 -7.517 0.86
H -20.151 -5.382 -5.449 0.43
H -15.229 -0.500 -6.882 0.21
H -18.197 -1.491 -6.605 -0.09
H -16.605 0.416 -6.234 0.53
H -16.748 -7.352 -5.407 0.42
H -15.059 -4.120 -7.648 -0.92
H -21.516 -1.088 -5.766 0.35
H -22.241 -4.682 -11.868 0.48
H -15.542 -4.641 -12.349 0.45
H -21.864 -3.464 -10.639 0.15
H -19.865 -7.102 -11.013 0.34
H -14.060 -7.436 -5.455 0.47
H -14.709 -2.728 -6.589 0.71
H -14.747 0.801 -8.798 0.32
H -21.920 -1.188 -11.019 0.34
H -20.861 -7.438 -6.765 0.40
H -14.321 -0.513 -10.720 0.43
H -20.594 1.812 -11.414 0.37
H -17.101 -8.979 -13.352 0.39
H -17.308 0.995 -8.244 0.33
H -11.311 -5.470 -11.943 0.49
H -19.744 1.645 -8.517 0.54
H -14.172 -1.280 -8.398 0.52
H -15.200 -2.658 -10.658 -0.04
H -19.006 1.671 -10.645 0.32
H -17.680 -6.649 -7.735 0.43
H -20.818 -3.621 -12.143 0.45
```

No. 5
A cluster of 3 separate species, C3H14NO2S in total in a non-equilibrium geometry, computed with ωB97M-V with the def2-TZVPD basis set.

## Properties
Lowest unoccupied orbital energy (spin up / spin down) = 0.37 / 0.22 eV
⟨S²⟩ = 0.7505
Multiplicity = 2
Max |F| = 0.1153 hartree/bohr
Frontier orbital gap (spin up / spin down) = 3.25 / 9.84 eV

Geometry as XYZ:
```
21
Properties=species:S:1:pos:R:3:nbo_charge:R:1
S -1.556 -0.079 -3.080 0.01
O -0.843 0.435 3.068 -1.04
O -0.528 -2.338 0.181 -0.98
N 1.130 -0.045 1.052 -0.96
C 0.689 0.614 -1.435 -0.43
C 1.240 1.064 -0.016 -0.31
C -0.834 0.792 -1.704 -0.56
H 0.337 0.081 1.516 0.43
H 0.922 -0.974 0.788 0.42
H 2.278 1.311 -0.058 0.21
H 1.042 -0.387 -1.537 0.21
H 1.140 1.109 -2.285 0.22
H 0.771 1.964 0.375 0.22
H 1.983 -0.055 1.649 0.19
H -0.557 -3.244 0.060 0.46
H -1.924 -1.179 -2.379 0.10
H -1.428 0.556 -0.861 0.22
H -0.874 -2.139 -0.684 0.45
H -0.319 -0.016 3.666 0.44
H -1.778 0.569 3.381 0.48
H -0.891 1.963 -1.696 0.23
```

What is the max |F| in the second record? 0.0931 hartree/bohr

The highest max |F| belongs to which entry? C3H14NO2S